Density functional theory data (the ωB97M-V functional and the def2-TZVPD basis) for a molecular structure, C31H37Cl2N2O2PS4Zr.

The spin multiplicity is 2. For the HOMO energy (spin up / spin down), the calculation gives -2.50 / -4.56 eV. The charge is -1. As for the lowest unoccupied orbital energy (spin up / spin down): 0.081 / 0.081 hartree.

Each line ends with the Löwdin spin population.
Element x y z (Å)
1 Zr -1.0297 -0.5498 -0.0270  0.737
2 C -3.3615 1.5120 0.7345  0.007
3 N -3.0619 0.6580 -0.4325  0.004
4 C -4.1954 -0.3099 -0.7019  0.001
5 C -3.8551 -1.3376 -1.8225  0.002
6 N -2.4159 -1.7593 -1.7561  0.014
7 C -1.7641 -1.6070 -3.0712  0.013
8 C -2.3616 -3.2136 -1.4290  0.004
9 C -2.3368 -4.2285 -2.4026  0.000
10 C -2.1052 -5.5312 -1.9922  0.003
11 C -2.1592 -5.8432 -0.6406  0.000
12 C -2.2343 -4.8394 0.3872  0.004
13 C -2.3458 -3.5047 -0.0438  0.007
14 S -2.3586 -2.3805 1.2459  0.023
15 C -2.6441 1.5169 -1.6117  0.008
16 C -3.5517 1.8894 -2.6087  0.005
17 C -3.2202 2.7947 -3.6534  0.009
18 C -1.9873 3.3707 -3.6493  0.004
19 C -1.0315 3.0052 -2.6735  0.011
20 C -1.3916 2.1190 -1.5989  0.008
21 S -0.1705 1.8670 -0.2939  -0.004
22 H -4.1010 2.3561 0.5382  0.001
23 H -2.3574 1.9255 0.9243  0.002
24 H -3.6430 0.9518 1.6587  0.002
25 H -5.0263 0.3176 -0.8780  0.000
26 H -4.2599 -0.9309 0.1968  0.000
27 H -4.1098 -0.9025 -2.8298  0.000
28 H -4.5600 -2.1460 -1.6328  0.000
29 H -0.7035 -1.9892 -3.0067  0.002
30 H -1.6620 -0.5592 -3.3243  0.003
31 H -2.2848 -2.1286 -3.9038  0.002
32 H -2.5531 -4.0532 -3.4209  0.000
33 H -1.8701 -6.2997 -2.7447  0.000
34 H -2.0276 -6.8739 -0.4091  0.000
35 H -2.1897 -5.0606 1.4500  0.000
36 H -4.4952 1.3134 -2.6119  0.000
37 H -3.9069 2.9689 -4.4838  0.001
38 H -1.7570 4.0666 -4.3931  0.000
39 H -0.0876 3.5210 -2.6218  0.000
40 Cl 5.6150 6.4262 -4.1278  0.000
41 C 4.4312 6.6976 -2.8672  0.000
42 Cl 3.1198 7.6240 -3.5179  0.000
43 H 4.9517 7.3770 -2.1485  0.000
44 H 3.9813 5.7715 -2.5723  0.000
45 C 3.9275 3.6935 2.7894  0.000
46 C 2.6151 3.1112 2.3350  0.001
47 O 2.2448 2.0139 3.2906  0.000
48 P 0.8083 1.2716 3.2365  0.006
49 S 0.8962 -0.1374 1.7777  0.030
50 S -0.6831 2.5431 3.2990  0.002
51 O 0.9156 0.2655 4.5392  0.002
52 C 0.3870 0.5636 5.9015  0.001
53 C 1.5555 0.5107 6.9274  0.000
54 H 4.2474 4.5282 2.1324  0.000
55 H 4.7197 2.9059 2.6635  0.000
56 H 3.8696 4.0505 3.8202  0.000
57 H 2.6826 2.6845 1.3403  0.001
58 H 1.7383 3.7827 2.3909  0.000
59 H -0.4749 -0.1008 6.1043  0.000
60 H -0.1294 1.5230 5.7908  0.000
61 H 1.9032 -0.4891 6.9811  0.000
62 H 1.2793 1.0363 7.8536  0.000
63 H 2.3402 1.1184 6.5540  0.000
64 C 3.4741 -3.9935 1.2404  -0.005
65 C 2.0837 -3.9763 1.4822  0.007
66 C 1.2167 -3.2307 0.7046  -0.005
67 C 1.6848 -2.2393 -0.2096  0.007
68 C 0.8322 -1.2768 -0.9249  0.004
69 C 1.4841 -0.5001 -1.8890  0.036
70 C 2.8864 -0.4951 -2.1058  0.000
71 C 3.6978 -1.3149 -1.3988  0.030
72 C 3.1176 -2.2506 -0.5028  0.000
73 C 3.9198 -3.0390 0.3293  0.006
74 H 4.1443 -4.6425 1.8254  -0.001
75 H 1.6633 -4.7565 2.1335  0.001
76 H 0.1273 -3.2902 0.8282  0.000
77 H 0.9423 0.2664 -2.4394  0.004
78 H 3.2534 0.1219 -2.9074  -0.001
79 H 4.7517 -1.3178 -1.3462  0.002
80 H 4.9557 -2.9421 0.2204  0.000


Density functional theory data (the ωB97M-V functional and the def2-TZVPD basis) for a molecular structure, C31H37N2O2PPdSSi.

The value obtained for the relative energy (zero: lowest compared OMol25 entry of this formula, charge and spin) is 38.3 kcal per mole. For the HOMO energy (spin up / spin down), the calculation gives -6.78 / -6.77 eV. As for the lowest unoccupied orbital energy (spin up / spin down): -0.041 / -0.038 hartree.

Each line ends with the Löwdin charge.
Element x y z (Å)
1 Pd 0.1756 0.4006 -0.0062  0.642
2 C 5.1188 -3.9406 2.0670  -0.179
3 Si 4.1152 -3.6647 0.5079  0.509
4 C 2.5652 -4.7068 0.5830  -0.201
5 C 5.0932 -4.2504 -0.9920  -0.188
6 C 3.8595 -1.8152 0.1811  -0.250
7 C 4.9080 -1.1159 -0.4056  -0.103
8 C 4.7495 0.1719 -0.9114  -0.083
9 C 3.4802 0.7074 -0.8915  -0.160
10 N 2.4590 0.0995 -0.2910  -0.072
11 C 2.6380 -1.1016 0.3213  -0.774
12 S 1.2894 -1.5733 1.2925  0.574
13 H 5.4778 -4.9746 2.1029  0.029
14 H 4.5046 -3.7641 2.9552  0.032
15 H 5.9860 -3.2758 2.1198  0.027
16 H 2.8385 -5.7402 0.8254  0.032
17 H 2.0447 -4.7081 -0.3785  0.028
18 H 1.8747 -4.3427 1.3406  -0.013
19 H 5.2483 -5.3339 -0.9656  0.030
20 H 6.0791 -3.7786 -1.0547  0.021
21 H 4.5539 -4.0102 -1.9130  0.036
22 H 5.8818 -1.5907 -0.4927  0.096
23 H 5.5785 0.7278 -1.3301  0.095
24 H 3.2667 1.6662 -1.3560  0.095
25 O 0.0365 2.7124 1.6072  -0.043
26 N 0.8865 2.3655 0.5726  -0.092
27 C 0.4241 2.7445 -0.5834  -0.175
28 C -0.8257 3.4981 -0.7591  -0.233
29 C -0.7399 4.8041 -1.2352  -0.024
30 C -1.8679 5.6048 -1.2795  -0.067
31 C -3.0822 5.0949 -0.8467  -0.063
32 C -3.1733 3.7751 -0.4284  -0.083
33 C -2.0515 2.9499 -0.3844  -0.240
34 P -2.1327 1.0679 -0.2117  1.088
35 C -3.7320 0.8000 -1.0559  -0.319
36 C -4.0745 1.4887 -2.2201  -0.103
37 C -5.2928 1.2583 -2.8415  -0.069
38 C -6.1799 0.3327 -2.3084  -0.073
39 C -5.8417 -0.3630 -1.1560  -0.070
40 C -4.6204 -0.1395 -0.5381  -0.094
41 C -2.6317 0.8633 1.5527  -0.303
42 C -3.7800 1.5131 2.0105  -0.091
43 C -4.1267 1.4940 3.3528  -0.075
44 C -3.3352 0.8095 4.2632  -0.082
45 C -2.2118 0.1303 3.8158  -0.067
46 C -1.8602 0.1582 2.4735  -0.094
47 H 0.4768 2.3260 2.3707  0.110
48 H 1.1562 2.7156 -1.3820  0.112
49 H 0.2209 5.1926 -1.5529  0.119
50 H -1.8000 6.6201 -1.6492  0.108
51 H -3.9711 5.7121 -0.8720  0.108
52 H -4.1441 3.3822 -0.1610  0.098
53 H -3.3842 2.2054 -2.6489  0.115
54 H -5.5486 1.8046 -3.7415  0.106
55 H -7.1316 0.1536 -2.7922  0.105
56 H -6.5269 -1.0902 -0.7382  0.110
57 H -4.3494 -0.6956 0.3506  0.122
58 H -4.4219 2.0354 1.3135  0.091
59 H -5.0175 2.0114 3.6886  0.104
60 H -3.5978 0.7963 5.3134  0.103
61 H -1.5998 -0.4298 4.5127  0.109
62 H -0.9918 -0.3881 2.1462  0.021
63 C -0.3015 -2.4663 -1.6738  -0.074
64 C -1.5296 -1.5597 -1.7389  -0.666
65 C -2.7652 -2.4329 -1.9805  -0.029
66 C -1.3384 -0.6094 -2.9303  -0.043
67 O -1.7147 -0.8830 -0.4690  -0.349
68 H -0.2849 -3.1291 -2.5426  0.088
69 H -0.3179 -3.0586 -0.7613  0.067
70 H 0.6134 -1.8728 -1.6802  0.057
71 H -2.6155 -3.0539 -2.8655  0.087
72 H -3.6536 -1.8190 -2.1304  0.062
73 H -2.9308 -3.0836 -1.1184  0.095
74 H -1.0834 -1.1847 -3.8211  0.092
75 H -0.5209 0.0840 -2.7239  0.066
76 H -2.2451 -0.0460 -3.1381  0.059


Density functional theory data (the ωB97M-V functional and the def2-TZVPD basis) for a molecular structure, C31H37O3.

For the HOMO energy, the calculation gives -2.77 eV. The charge is -1. As for the lowest unoccupied orbital energy: 0.065 hartree.

Each line ends with the Löwdin charge.
Element x y z (Å)
1 C 6.1895 -2.1115 -1.5376  -0.068
2 O 5.9573 -0.9004 -0.7849  -0.092
3 C 4.7045 -0.3832 -0.7617  -0.268
4 C 4.4539 0.6355 0.1924  0.001
5 C 3.1661 0.9831 0.4954  0.012
6 C 2.0430 0.4239 -0.2018  -0.181
7 C 0.7208 0.7189 0.1857  0.044
8 C -0.3714 -0.1148 -0.1741  -0.170
9 C -1.6812 0.3787 -0.5161  0.031
10 C -2.7520 -0.4384 -0.7691  -0.070
11 C -4.1835 0.0796 -1.0672  -0.543
12 C -4.7502 -0.5608 -2.3422  -0.060
13 C -4.2302 1.5905 -1.2743  -0.075
14 C -5.1108 -0.2811 0.1025  -0.049
15 C -2.5612 -1.8982 -0.6733  -0.295
16 O -3.5414 -2.6819 -0.6743  -0.036
17 C -1.1966 -2.4239 -0.5271  -0.084
18 C -0.9632 -3.9506 -0.6144  -0.548
19 C -1.6583 -4.6385 0.5670  -0.054
20 C 0.5240 -4.3016 -0.5638  -0.079
21 C -1.5305 -4.5205 -1.9207  -0.055
22 C -0.2021 -1.5456 -0.2116  0.003
23 C 2.3547 -0.4420 -1.3074  -0.020
24 C 3.6417 -0.8548 -1.5732  -0.025
25 H 7.2301 -2.3545 -1.3247  0.087
26 H 5.5319 -2.9279 -1.2053  0.097
27 H 6.0499 -1.9329 -2.6123  0.088
28 H 5.3029 1.0706 0.7157  0.119
29 H 2.9872 1.6816 1.3113  0.110
30 H 0.6041 1.5611 0.9897  0.010
31 H -1.7827 1.4628 -0.6259  0.099
32 H -4.8135 -1.6454 -2.2291  0.072
33 H -5.7565 -0.1662 -2.5312  0.078
34 H -4.1117 -0.3220 -3.2000  0.086
35 H -3.9728 2.1371 -0.3615  0.059
36 H -3.5651 1.8958 -2.0907  0.089
37 H -5.2527 1.8827 -1.5491  0.082
38 H -4.7295 0.1486 1.0366  0.089
39 H -6.1199 0.1086 -0.0812  0.080
40 H -5.1596 -1.3690 0.2065  0.074
41 H -2.7327 -4.4372 0.5287  0.074
42 H -1.4901 -5.7214 0.5227  0.078
43 H -1.2546 -4.2542 1.5111  0.089
44 H 1.0709 -3.8245 -1.3869  0.083
45 H 0.9706 -4.0073 0.3926  0.081
46 H 0.6459 -5.3879 -0.6650  0.080
47 H -1.0413 -4.0519 -2.7824  0.085
48 H -1.3469 -5.6015 -1.9567  0.078
49 H -2.6073 -4.3444 -1.9779  0.074
50 H 0.7827 -1.9397 0.0438  0.103
51 H 1.5487 -0.7998 -1.9481  0.119
52 H 3.8376 -1.5766 -2.3702  0.101
53 C -2.1713 3.2454 1.7641  -0.029
54 C -0.8577 2.6849 2.2354  -0.478
55 C 0.2967 2.8234 1.2800  -0.169
56 C 1.4757 3.5611 1.8109  -0.242
57 C 1.8144 3.5825 3.1801  -0.048
58 C 2.9425 4.2735 3.6304  -0.114
59 C 3.7919 4.9124 2.7229  -0.148
60 C 3.4926 4.8679 1.3547  -0.126
61 C 2.3462 4.2136 0.9066  -0.087
62 O -0.7481 2.0770 3.3006  -0.006
63 H -2.5015 2.7194 0.8600  0.035
64 H -2.9208 3.0982 2.5445  0.077
65 H -2.0839 4.3141 1.5334  0.083
66 H -0.0193 3.2742 0.3350  0.114
67 H 1.1782 3.0558 3.8884  0.093
68 H 3.1579 4.2999 4.7000  0.090
69 H 4.6890 5.4256 3.0741  0.079
70 H 4.1574 5.3437 0.6310  0.088
71 H 2.1117 4.1804 -0.1607  0.105